No. 1
Here is a structure of composition C23H37BrCl2N7OPSY from the Open Molecules 2025 dataset. Energies are from ωB97M-V with the def2-TZVPD basis set.

Last column: Mulliken charge in e.
Geometry (Å):
Y 0.947935 0.420501 -0.330363  0.4304
C -6.238554 0.057248 -2.038565  -1.1091
C -4.969258 -0.477750 -2.695507  -0.5056
N -3.813315 0.355835 -2.465051  -0.4412
C -3.134849 0.385617 -1.254394  0.2552
S -3.373002 -0.875355 -0.150868  -0.4949
N -2.465072 1.495525 -1.084851  -1.1223
N -1.329417 1.794628 -0.499100  1.0095
C -1.269003 2.959919 0.130664  0.4843
C -2.497111 3.730174 0.515804  -1.5930
C 0.030394 3.508325 0.388316  0.6419
C 0.220750 4.602746 1.253339  -0.6472
C 1.480838 5.147864 1.385156  -0.3933
C 2.526263 4.626457 0.623223  -0.6943
C 2.272349 3.525390 -0.179303  -0.1022
N 1.071782 2.955514 -0.279123  -0.2664
H -7.089327 -0.628797 -2.215978  0.4041
H -6.076802 0.143531 -0.943380  0.2220
H -6.499879 1.053685 -2.440904  0.2986
H -4.735710 -1.470767 -2.291133  0.1740
H -5.096423 -0.572708 -3.786845  0.4570
H -3.810784 1.259216 -2.950329  0.2375
H -3.361682 3.283625 -0.004293  0.3491
H -2.662757 3.676913 1.605835  0.2735
H -2.399143 4.791437 0.230543  0.3856
H -0.623429 4.989412 1.834915  0.3423
H 1.656921 5.970959 2.081072  0.3821
H 3.540271 5.045867 0.676360  0.3644
H 3.059616 3.060672 -0.763477  0.3625
N -0.644079 -0.479208 1.449757  0.2836
C -0.463931 -1.466008 2.522916  -1.0358
C 0.101859 -2.780541 1.983470  0.0722
C 1.638612 -2.861364 1.959312  -0.2999
C 2.210537 -3.256198 0.591636  -0.7352
N 2.406224 -2.078996 -0.243826  -0.0970
H -0.995769 0.380446 1.876841  0.3036
H -1.432430 -0.809274 0.852230  -0.5864
H -1.435321 -1.670603 3.002121  0.4462
H 0.196893 -1.039706 3.293193  0.3373
H -0.287797 -2.913187 0.956235  -0.3181
H -0.296283 -3.614760 2.586562  0.4630
H 1.984775 -3.598598 2.706086  0.4751
H 2.080239 -1.890875 2.244303  -0.0271
H 1.515111 -3.953623 0.087312  0.2488
H 3.154655 -3.808694 0.740669  0.4542
H 2.623521 -2.351140 -1.206816  0.0629
H 3.216429 -1.557381 0.094205  -0.0201
Br 1.671047 0.586463 -2.920608  -0.7194
C 0.796018 -2.985058 -3.253155  -1.1379
P -0.647084 -2.159483 -2.500357  1.1309
C -1.407176 -1.165742 -3.816160  -0.4751
C -1.830861 -3.480337 -2.078076  -1.0330
O -0.303004 -1.386361 -1.266550  -0.2041
H 0.501718 -3.554875 -4.156669  0.4239
H 1.245417 -3.680272 -2.517293  0.2536
H 1.527891 -2.199035 -3.530364  0.2480
H -1.792143 -1.816414 -4.620565  0.4533
H -0.653617 -0.460309 -4.211189  0.2480
H -2.241635 -0.598816 -3.373635  0.0135
H -2.220089 -3.999085 -2.975016  0.3975
H -2.660690 -2.995755 -1.521379  0.1209
H -1.333845 -4.205293 -1.405947  0.3254
Cl 1.125714 1.738902 2.690858  -0.1935
C 2.775499 1.194401 2.850482  0.9666
C 3.410770 1.229028 4.065688  -0.5660
C 4.728316 0.784469 4.171221  -0.4197
C 5.382433 0.330046 3.027074  -0.4930
C 4.734246 0.303090 1.819479  0.4769
Cl 5.563350 -0.285590 0.420585  -0.2674
C 3.365451 0.717961 1.617405  -0.9134
N 2.792074 0.659019 0.482345  -0.3733
H 2.872532 1.602139 4.940063  0.3511
H 5.242853 0.792253 5.138395  0.3154
H 6.419966 -0.031321 3.075398  0.3390

Atoms 1-2, force components in eV/Å:
Y -1.162 -0.694 -0.495
C -0.304 0.053 0.285

Results
net charge: -1
energy above the lowest of the compared OMol25 structures with the same formula, charge and spin: 0.0 kJ/mol
lowest unoccupied orbital energy: 2.488 eV
strongest force on any atom: 0.0401 hartree/bohr
electronic energy: -153191.71433 eV
multiplicity: 1

---

No. 2
Here is a structure of composition C23H37EuO3 from the Open Molecules 2025 dataset. Energies are from ωB97M-V with the def2-TZVPD basis set.

Last column: Löwdin spin population.
Geometry (Å):
O -0.507523 -0.211171 -3.014650  0.0028
C -0.486081 1.087582 -3.729593  0.0003
C -0.274020 0.547626 -5.131685  0.0001
H 0.363499 1.758883 -3.483316  0.0000
H -1.432717 1.642495 -3.621018  0.0001
C -0.137500 -0.806796 -4.382157  0.0002
H 0.593099 0.882015 -5.721481  0.0000
H -1.198066 0.701159 -5.692880  0.0000
C 1.300851 -1.350878 -4.359791  0.0001
H 2.011240 -0.546309 -4.083257  0.0000
H 1.606020 -1.675033 -5.369101  0.0000
H 1.391247 -2.251195 -3.724573  0.0000
C -1.160419 -1.771461 -4.970355  0.0000
H -2.132097 -1.261116 -5.109218  0.0000
H -1.308060 -2.690589 -4.400911  0.0000
H -0.826471 -2.073033 -5.982117  0.0000
Eu -0.517160 -0.269031 0.725300  7.0297
C -2.613520 -1.234317 2.166063  -0.0048
C -2.880535 0.141494 2.356320  -0.0035
C -3.216046 0.701523 1.088796  -0.0028
H -2.830054 0.691989 3.309135  -0.0001
C -3.171140 -0.357658 0.120209  -0.0026
C -2.811945 -1.547078 0.805222  -0.0032
H -2.723122 -2.543901 0.352509  0.0008
H -2.284389 -1.930551 2.955492  0.0003
H -3.490823 1.744427 0.912540  0.0009
H -3.395172 -0.253397 -0.948651  0.0012
C 1.067619 -2.406767 2.567049  -0.0014
C -0.006504 -2.976051 1.821372  -0.0043
C 0.299981 -2.869569 0.432419  -0.0038
H -0.878281 -3.455164 2.260338  0.0000
C 1.559563 -2.176409 0.329891  -0.0035
C 2.017754 -1.856392 1.654117  -0.0016
H 2.950789 -1.349436 1.929325  0.0003
H 1.185893 -2.467004 3.633275  0.0000
H -0.269300 -3.293363 -0.396009  0.0009
H 2.098224 -1.976415 -0.585252  0.0008
O 2.873997 2.286514 -2.426471  0.0004
C 2.484425 1.618094 -1.146120  0.0012
C 0.927991 1.786404 -1.028538  0.0025
H 3.020019 2.092730 -0.283922  0.0002
H 2.737371 0.525342 -1.091876  0.0005
C 0.607428 3.055592 -1.821943  0.0006
H 0.676546 1.998223 0.027096  0.0012
H 0.360109 0.881836 -1.362727  0.0001
C 1.892856 3.376184 -2.579974  0.0000
H 0.531303 3.859488 -1.090586  0.0002
H -0.351567 3.044969 -2.354280  0.0002
H 2.292820 4.250769 -2.079739  0.0000
H 1.872624 3.634028 -3.664368  0.0000
C -0.489335 1.669488 4.793090  -0.0002
C 0.106890 0.341784 4.324955  -0.0014
C 1.603930 0.277580 4.628102  -0.0001
C -0.608791 -0.795890 5.049975  -0.0002
O -0.055515 0.288920 2.918553  -0.0123
H -0.426743 1.801670 5.878631  -0.0001
H -1.544669 1.733777 4.501574  0.0000
H 0.043749 2.491118 4.310196  0.0001
H 1.811426 0.271146 5.703421  0.0000
H 2.050016 -0.620282 4.189024  0.0000
H 2.098699 1.141089 4.179656  0.0001
H -1.684808 -0.771729 4.864244  0.0000
H -0.260787 -1.773991 4.714222  0.0000
H -0.464849 -0.763963 6.134435  0.0000

Atoms 1-2, force components in eV/Å:
O 0.467 0.661 -3.243
C 0.531 1.066 0.246

Results
net charge: -1
energy above the lowest of the compared OMol25 structures with the same formula, charge and spin: 113.7 kJ/mol
lowest unoccupied orbital energy (alpha / beta): 2.314 / 2.313 eV
strongest force on any atom: 0.0650 hartree/bohr
electronic energy: -49920.70626 eV
multiplicity: 8

---

No. 3
Here is a structure of composition C23H37EuO3 from the Open Molecules 2025 dataset. Energies are from ωB97M-V with the def2-TZVPD basis set.

Last column: Löwdin spin population.
Geometry (Å):
O 3.081720 2.699171 0.897639  0.0001
C 4.482722 2.665536 0.390294  0.0000
C 4.898318 3.850224 1.229696  0.0000
H 4.520598 2.831646 -0.687290  0.0000
H 4.940372 1.704384 0.659151  0.0000
C 3.411952 3.902091 1.647552  0.0000
H 5.228395 4.712137 0.647117  0.0000
H 5.566165 3.567974 2.042087  0.0000
C 2.783054 5.184456 1.128058  0.0000
H 2.839117 5.241411 0.035807  0.0000
H 3.339540 6.053529 1.509231  0.0000
H 1.742145 5.307767 1.457119  0.0000
C 3.136552 3.651843 3.115500  0.0000
H 3.453075 2.638341 3.391742  0.0000
H 2.059495 3.753985 3.308946  0.0000
H 3.667792 4.367921 3.754258  0.0000
Eu -1.219329 -1.122853 -0.023595  7.0293
C -1.933004 -2.921019 2.147127  -0.0032
C -1.137749 -3.713816 1.269877  -0.0032
C 0.172504 -3.144804 1.217838  -0.0020
H -1.449316 -4.625242 0.762007  0.0001
C 0.187354 -2.001809 2.090468  -0.0025
C -1.123510 -1.862796 2.648520  -0.0020
H -1.428730 -1.118343 3.381822  0.0007
H -2.958637 -3.141823 2.446850  0.0003
H 1.017248 -3.539113 0.643336  0.0012
H 1.056014 -1.383158 2.320424  0.0011
C -4.079673 0.203712 -0.549748  -0.0022
C -3.676152 0.293204 0.812695  -0.0032
C -2.498619 1.106122 0.874861  -0.0029
H -4.229436 -0.108828 1.660886  0.0003
C -2.168984 1.504176 -0.468581  -0.0038
C -3.146883 0.933214 -1.338981  -0.0014
H -3.213808 1.090294 -2.414709  0.0003
H -4.991308 -0.269700 -0.921492  0.0000
H -1.981003 1.412737 1.780746  0.0013
H -1.360797 2.176949 -0.763120  0.0006
O 2.401528 2.021299 -1.445088  0.0004
C 1.575656 1.375426 -0.430538  0.0018
C 2.214130 0.027377 -0.038341  0.0018
H 0.564116 1.220856 -0.861619  0.0010
H 1.482737 2.070751 0.402227  0.0002
C 3.285812 -0.199799 -1.125197  0.0003
H 1.465355 -0.776653 -0.102367  0.0009
H 2.583283 0.068131 0.992456  0.0001
C 2.887535 0.868112 -2.160514  0.0001
H 3.211064 -1.199157 -1.594276  0.0001
H 4.277519 -0.092651 -0.675751  0.0000
H 2.026270 0.422110 -2.719765  0.0002
H 3.653036 1.181033 -2.852198  0.0000
C -2.801103 -4.627449 -2.423873  -0.0002
C -3.290624 -3.249135 -1.977947  -0.0009
C -4.012184 -2.591660 -3.154726  -0.0002
C -4.255947 -3.415266 -0.809724  0.0007
O -2.199492 -2.448550 -1.587691  -0.0155
H -3.647328 -5.284499 -2.668622  -0.0001
H -2.214348 -5.108287 -1.634963  0.0000
H -2.163422 -4.534679 -3.309263  0.0000
H -4.910921 -3.156533 -3.439431  -0.0001
H -4.311137 -1.571499 -2.902065  0.0000
H -3.338824 -2.539099 -4.017002  0.0000
H -3.748260 -3.926306 0.015847  0.0002
H -4.589578 -2.428189 -0.468235  0.0003
H -5.132069 -4.005204 -1.115475  0.0001

Atoms 1-2, force components in eV/Å:
O 2.776 1.601 0.382
C -0.849 -0.739 -0.009

Results
net charge: -1
energy above the lowest of the compared OMol25 structures with the same formula, charge and spin: 0.0 kJ/mol
lowest unoccupied orbital energy (alpha / beta): 2.300 / 2.300 eV
strongest force on any atom: 0.0628 hartree/bohr
electronic energy: -49921.88454 eV
multiplicity: 8

---

No. 4
Here is a structure of composition C23H38Br2N4O3PtSi2 from the Open Molecules 2025 dataset. Energies are from ωB97M-V with the def2-TZVPD basis set.

Last column: Mulliken charge in e.
Geometry (Å):
Pt -0.271532 -0.168269 -0.148864  1.3955
Br 2.276707 -0.821546 -2.612644  -0.0655
C 2.026082 -1.921708 -1.092722  0.0840
C 2.905505 -2.982854 -0.975801  -0.5822
C 2.929053 -3.707083 0.204673  -0.5865
C 2.132575 -3.273102 1.248948  -0.6288
C 1.263532 -2.217942 1.051074  0.7195
N 1.139048 -1.609496 -0.149797  0.8049
C 0.499750 -1.659484 2.281436  -0.0666
O 0.897795 -2.081117 3.356419  -0.7669
O -0.427776 -0.822716 2.058441  -0.5493
H 3.571150 -3.202532 -1.796466  0.4567
H 3.601663 -4.546583 0.320245  0.4446
H 2.161670 -3.695248 2.242408  0.5600
Br 1.656566 1.721978 2.408419  -0.1114
C 2.289281 2.683131 0.905027  0.3471
C 2.910844 3.910532 1.101900  -0.7236
C 3.346955 4.585271 -0.023459  -0.2285
C 3.150553 4.015702 -1.274098  -1.0580
C 2.520028 2.787009 -1.343956  0.0308
N 2.086811 2.125555 -0.265618  0.1399
H 3.042215 4.306996 2.097567  0.4224
H 3.838061 5.545460 0.074914  0.3992
H 3.480070 4.513266 -2.176183  0.4200
H 2.337473 2.302849 -2.296727  0.3057
C -0.831670 -3.674533 -1.600862  -1.0091
Si -1.960170 -2.212169 -1.938152  0.1663
C -3.337687 -2.300218 -0.674073  -1.0382
C -2.771093 -2.595952 -3.594844  -1.2849
C -1.007126 -0.600395 -2.047370  -0.1301
Si -1.777348 0.821196 -2.964908  -0.0190
C -0.600427 2.279602 -2.919732  -0.1790
C -1.985538 0.466370 -4.800469  -1.2195
C -3.490943 1.259780 -2.326729  -0.5953
H -1.373836 -4.599118 -1.823895  0.4598
H -0.514825 -3.726111 -0.557032  0.2016
H 0.060594 -3.659578 -2.233727  0.2587
H -3.926097 -3.202483 -0.866470  0.5012
H -4.017828 -1.446319 -0.731154  0.2462
H -2.941086 -2.368175 0.343185  0.3262
H -3.132495 -3.629150 -3.586585  0.3647
H -2.076008 -2.492046 -4.432325  0.3301
H -3.632600 -1.951167 -3.790324  0.2966
H -0.199780 -0.876134 -2.743493  -0.2262
H 0.285684 2.024383 -3.512466  0.2667
H -0.272202 2.489728 -1.901547  -0.5511
H -1.043143 3.178902 -3.361219  0.4735
H -1.067448 0.042687 -5.221346  0.3012
H -2.176451 1.409464 -5.324526  0.3568
H -2.805065 -0.215097 -5.031754  0.3362
H -3.555018 1.306332 -1.238787  -0.0057
H -4.203844 0.496119 -2.656367  0.3802
H -3.833926 2.217091 -2.733176  0.3565
C -3.635943 4.151614 -0.046876  -1.1953
N -2.366643 3.596863 0.407797  0.1160
C -1.198250 4.302681 -0.095064  -0.8245
C -2.251133 2.243165 0.622173  -0.5088
O -1.275156 1.641313 0.135172  -0.0302
N -3.155312 1.663406 1.429447  0.4028
C -3.209114 0.214941 1.576994  -0.3193
C -3.983761 2.406136 2.366450  -1.2932
H -3.598848 4.331348 -1.126058  0.3239
H -3.843103 5.097679 0.457319  0.2936
H -4.453799 3.463724 0.147017  0.4277
H -1.277429 5.347629 0.210437  0.3643
H -1.126962 4.260991 -1.186002  0.2228
H -0.294920 3.877767 0.334025  0.1925
H -2.605212 -0.260003 0.812217  -0.7807
H -4.244197 -0.119174 1.482774  0.4872
H -2.805780 -0.085954 2.544970  0.4676
H -3.621120 3.424459 2.471150  0.3755
H -3.924665 1.908655 3.335086  0.4047
H -5.031002 2.423322 2.055338  0.3458

Atoms 1-2, force components in eV/Å:
Pt -0.317 -0.574 0.524
Br 0.047 -0.054 0.080

Results
net charge: 0
energy above the lowest of the compared OMol25 structures with the same formula, charge and spin: 80.7 kJ/mol
lowest unoccupied orbital energy: -0.004 eV
strongest force on any atom: 0.0168 hartree/bohr
electronic energy: -195659.74261 eV
multiplicity: 1